1.
{
  "formula": "CH5BrN2",
  "method": "the ωB97M-V functional and the def2-TZVPD basis",
  "e_above_lowest_kcal_mol": 10.1,
  "lumo_ev": 0.342,
  "e_tot_ha": -2724.54050,
  "smiles": "CNNBr",
  "homo_lumo_gap_ha": 0.356,
  "mol_weight_da": 125.0,
  "symbols": ["C", "N", "N", "Br", "H", "H", "H", "H", "H"],
  "coordinates": [[-0.919, 0.519, 0.015], [-0.175, -0.542, -0.589], [1.103, -1.077, 0.175], [2.467, 0.298, 0.265], [-0.488, 1.520, -0.127], [-1.910, 0.478, -0.448], [-1.037, 0.322, 1.084], [0.168, -0.339, -1.519], [0.791, -1.178, 1.144]],
  "forces_ev_per_angstrom": [[-0.06, 0.53, 0.14], [2.88, -2.35, 1.62], [-2.50, 1.54, -2.00], [-0.28, -0.14, 0.19], [-0.04, -0.10, 0.13], [0.03, 0.22, 0.14], [-0.04, 0.04, -0.14], [0.07, 0.03, 0.09], [-0.09, 0.23, -0.16]],
  "lowdin_charge": [-0.1848, -0.1829, -0.4212, 0.4797, 0.0620, 0.0803, 0.0777, 0.0791, 0.0102]
}


2.
{
  "formula": "CH5BrN2",
  "method": "the ωB97M-V functional and the def2-TZVPD basis",
  "e_above_lowest_kcal_mol": 89.6,
  "lumo_ev": -0.187,
  "e_tot_ha": -2724.41369,
  "homo_lumo_gap_ha": 0.311,
  "mol_weight_da": 125.0,
  "symbols": ["C", "N", "N", "Br", "H", "H", "H", "H", "H"],
  "coordinates": [[0.458, -1.339, -0.047], [0.627, -0.593, -1.066], [-0.681, 2.446, -0.033], [-1.241, 1.277, 1.099], [0.237, -2.414, 0.003], [0.987, -0.983, 0.860], [-0.949, -0.270, 0.827], [0.320, -0.938, -1.960], [0.242, 2.814, 0.317]],
  "forces_ev_per_angstrom": [[2.29, -0.05, -0.22], [-0.08, 0.16, 0.82], [1.39, 1.44, -1.11], [-0.89, -1.78, 1.60], [-0.72, 0.24, -0.40], [-0.66, -0.07, -0.18], [-0.03, 1.51, -0.04], [-0.39, -0.57, -0.24], [-0.90, -0.89, -0.23]],
  "lowdin_charge": [-0.2398, 0.0275, -0.6042, 0.8093, 0.0720, 0.0600, -0.1043, 0.0413, -0.0619]
}


3.
{
  "formula": "CH5BrN2O",
  "method": "the ωB97M-V functional and the def2-TZVPD basis",
  "e_above_lowest_kcal_mol": 90.4,
  "lumo_ev": [-1.222, -1.223],
  "e_tot_ha": -2799.66331,
  "homo_lumo_gap_ha": [0.289, 0.289],
  "mol_weight_da": 141.0,
  "symbols": ["C", "N", "N", "O", "Br", "H", "H", "H", "H", "H"],
  "coordinates": [[-0.462, 0.561, -0.386], [-0.401, -0.720, 0.021], [1.844, -1.215, 0.303], [-0.898, 1.547, 0.484], [2.604, 0.248, -0.206], [0.646, 0.874, -0.619], [-0.910, 0.593, -1.396], [-0.198, -0.810, 0.947], [1.867, -2.091, -0.225], [-0.636, 1.165, 1.351]],
  "forces_ev_per_angstrom": [[0.90, 0.31, -1.94], [1.32, -1.38, -3.07], [-2.60, -1.08, 2.05], [-0.11, -0.26, 1.43], [0.83, 0.72, -1.07], [-0.12, -0.34, -0.30], [-0.32, 0.56, 0.58], [0.23, -0.40, 3.71], [0.32, 0.95, -1.01], [-0.45, 0.92, -0.38]],
  "lowdin_charge": [-0.5101, 0.1018, -0.5620, -0.0331, 0.7813, -0.0046, 0.1360, -0.0064, -0.0105, 0.1076]
}


4.
{
  "formula": "CH5ClInNO3PPb",
  "method": "the ωB97M-V functional and the def2-TZVPD basis",
  "e_above_lowest_kcal_mol": 0.0,
  "charge": 1,
  "lumo_ev": -6.785,
  "e_tot_ha": -1505.59249,
  "homo_lumo_gap_ha": 0.183,
  "mol_weight_da": 467.5,
  "symbols": ["O", "N", "O", "C", "In", "P", "O", "Cl", "H", "H", "H", "H", "H", "Pb"],
  "coordinates": [[2.599, -1.391, 1.472], [2.626, -0.995, 0.396], [2.193, 0.426, 0.322], [0.985, 0.456, -0.356], [-0.729, 1.510, 0.750], [-2.474, -0.205, -0.031], [-1.772, -1.715, 0.197], [-2.228, 0.002, -2.156], [1.094, 0.935, -1.357], [0.605, -0.594, -0.485], [-1.039, 3.055, -0.009], [-0.539, 1.627, 2.471], [-1.415, -1.769, 1.097], [0.094, -1.342, -2.310]],
  "forces_ev_per_angstrom": [[0.44, 0.32, -0.21], [-0.28, -0.72, 0.03], [-0.10, 0.08, 0.28], [0.30, 0.29, -0.54], [-0.01, 1.16, 0.53], [-1.34, 0.45, 1.12], [0.57, -0.18, -0.62], [0.78, -0.40, -0.65], [-0.06, -0.01, -0.15], [-0.30, 0.01, 1.02], [0.05, -0.46, -0.12], [0.05, -0.42, -0.29], [0.14, -0.08, -0.11], [-0.23, -0.04, -0.29]],
  "lowdin_charge": [0.1628, 0.0077, -0.1846, -0.4880, 0.3796, 0.4282, -0.5273, 0.0955, 0.0414, -0.1667, -0.0955, -0.0973, 0.0524, 1.3916]
}


What did the first record say?
{
  "formula": "CH5BrN2",
  "method": "the ωB97M-V functional and the def2-TZVPD basis",
  "e_above_lowest_kcal_mol": 10.1,
  "lumo_ev": 0.342,
  "e_tot_ha": -2724.54050,
  "smiles": "CNNBr",
  "homo_lumo_gap_ha": 0.356,
  "mol_weight_da": 125.0,
  "symbols": ["C", "N", "N", "Br", "H", "H", "H", "H", "H"],
  "coordinates": [[-0.919, 0.519, 0.015], [-0.175, -0.542, -0.589], [1.103, -1.077, 0.175], [2.467, 0.298, 0.265], [-0.488, 1.520, -0.127], [-1.910, 0.478, -0.448], [-1.037, 0.322, 1.084], [0.168, -0.339, -1.519], [0.791, -1.178, 1.144]],
  "forces_ev_per_angstrom": [[-0.06, 0.53, 0.14], [2.88, -2.35, 1.62], [-2.50, 1.54, -2.00], [-0.28, -0.14, 0.19], [-0.04, -0.10, 0.13], [0.03, 0.22, 0.14], [-0.04, 0.04, -0.14], [0.07, 0.03, 0.09], [-0.09, 0.23, -0.16]],
  "lowdin_charge": [-0.1848, -0.1829, -0.4212, 0.4797, 0.0620, 0.0803, 0.0777, 0.0791, 0.0102]
}